(1)
Density functional theory data (ωB97M-V/def2-TZVPD) for a molecular structure, C11H10BeBrNS in a non-equilibrium geometry.

LUMO energy (eV): 4.831
Strongest force on any atom (Eh/bohr): 0.09222
Kohn-Sham gap (eV): 4.149
Calculated total energy (eV): -94338.684
HOMO level (eV): 0.68
Charge: -2

Last column: Löwdin charge in e.
Cartesian coordinates (Å):
H: -2.286 -1.792 1.319  0.090
C: -1.211 -0.754 -1.698  -0.179
H: -2.987 0.779 0.694  0.073
H: 3.085 -0.777 0.170  0.011
C: -2.266 0.181 0.136  -0.179
H: 0.590 1.616 -2.512  0.050
C: -1.198 -1.736 -0.696  -0.251
H: 2.350 1.469 1.503  0.055
H: 0.807 2.966 -0.178  0.045
C: 1.197 1.963 -0.375  -0.218
Br: 1.157 -2.433 1.140  0.198
N: -0.246 0.492 2.123  0.048
H: -2.136 1.290 -1.815  0.075
Be: -0.284 -0.812 1.300  -0.078
H: -0.894 -2.773 -0.836  0.051
S: -0.023 0.096 4.876  0.505
C: 1.994 1.165 0.517  -0.249
C: -1.871 0.418 -1.203  -0.166
H: -0.888 -0.921 -2.729  0.081
C: 2.369 -0.037 -0.169  -0.329
C: 1.791 0.010 -1.478  -0.236
C: -0.119 0.303 3.316  -0.920
C: -1.940 -1.210 0.453  -0.286
C: 1.091 1.252 -1.614  -0.246
H: 1.920 -0.755 -2.247  0.054

***

(2)
Density functional theory data (ωB97M-V/def2-TZVPD) for a molecular structure, C26H28N7PS3W.

⟨S²⟩: 2.03
Multiplicity: 3
LUMO energy (alpha / beta) (eV): -6.429 / -7.289
Strongest force on any atom (Eh/bohr): 0.01501
Kohn-Sham gap (alpha / beta) (eV): 6.994 / 6.705
Calculated total energy (eV): -81456.976
HOMO level (alpha / beta) (eV): -13.42 / -13.99
Charge: +2

Last column: Löwdin spin population.
Cartesian coordinates (Å):
C: 4.911 -4.712 1.441  0.000
N: -5.094 -0.020 -0.918  0.022
H: -3.064 1.072 4.471  0.000
C: 0.971 2.169 -2.131  0.006
C: -1.929 -4.357 0.355  0.000
W: -0.295 0.399 0.063  1.533
N: 1.349 2.702 -0.988  -0.013
H: -2.654 -4.770 1.045  0.000
S: 0.611 -0.887 2.057  0.044
N: -1.095 1.415 1.784  0.021
N: 0.571 2.276 0.061  -0.029
H: -4.757 -2.052 -0.913  -0.001
C: -2.322 1.514 3.821  0.011
H: 3.623 2.813 -3.754  0.000
C: -0.728 3.219 3.294  0.016
C: -2.953 -0.977 -0.504  0.024
H: 1.568 4.651 0.240  0.000
C: -1.079 -4.132 -1.895  0.000
H: 6.063 -3.359 0.238  0.000
C: -0.060 -3.311 -1.432  0.001
H: 5.750 -5.368 1.634  0.000
C: 2.769 -3.045 0.932  0.002
C: -3.182 1.322 -0.465  0.017
C: 2.471 4.594 -4.164  0.000
H: -1.145 -4.367 -2.951  0.000
C: 4.017 -2.743 0.396  0.000
C: -1.665 2.688 4.165  0.026
C: -2.005 0.901 2.631  0.034
C: -0.468 2.564 2.109  0.020
P: 1.383 -2.004 0.543  0.012
C: -4.542 1.191 -0.775  0.000
H: 1.294 2.045 -4.096  0.000
C: -2.007 -4.657 -1.003  0.000
H: 3.538 -5.885 2.609  0.000
C: 1.111 4.389 1.185  0.017
H: -6.303 2.115 -1.181  0.000
C: 5.088 -3.586 0.651  0.000
H: -4.991 3.206 -0.901  0.000
C: 0.456 3.060 1.094  0.110
C: -4.304 -1.075 -0.787  -0.001
C: 0.018 -3.004 -0.069  0.003
H: 0.663 -2.897 -2.125  0.000
H: 4.155 -1.855 -0.210  0.001
H: 1.617 -4.413 2.157  0.000
H: -2.470 -0.028 2.337  0.001
H: 1.887 4.373 1.956  0.007
C: 2.585 -4.180 1.730  0.000
H: -0.196 4.134 3.526  0.001
S: 1.824 -0.604 -0.840  0.034
H: 3.353 5.230 -4.240  0.000
H: -0.877 -3.273 1.875  0.001
N: 1.638 2.452 -3.242  0.000
N: -5.340 2.267 -0.933  -0.005
S: -0.446 1.122 -2.262  0.058
N: -2.414 0.243 -0.335  0.019
H: -2.797 -5.305 -1.367  0.000
H: 3.058 3.640 -2.312  0.000
H: 0.380 5.152 1.465  0.004
H: -2.718 2.288 -0.342  0.001
H: 2.175 4.315 -5.177  0.000
C: 3.665 -5.008 1.987  0.000
H: -1.882 3.182 5.104  0.001
H: 1.664 5.175 -3.717  0.000
C: 2.790 3.368 -3.327  0.000
C: -0.921 -3.530 0.824  0.001
H: -2.313 -1.849 -0.421  0.001

***

(3)
Density functional theory data (ωB97M-V/def2-TZVPD) for a molecular structure, C34H37FN8O4SSr.

LUMO energy (eV): -1.854
Strongest force on any atom (Eh/bohr): 0.01022
Kohn-Sham gap (eV): 3.573
Calculated total energy (eV): -70359.570
HOMO level (eV): -5.43
Charge: 0

Last column: Löwdin charge in e.
Cartesian coordinates (Å):
Sr: -1.619 1.091 -1.017  1.497
C: -5.123 3.889 0.647  -0.105
C: 5.945 -2.865 5.714  -0.088
H: -2.933 4.029 0.755  0.078
H: 5.687 -3.065 6.752  0.137
H: 1.484 0.262 2.052  0.130
H: -6.135 3.801 -2.339  0.060
C: 0.068 -1.589 -2.539  -0.615
C: -7.475 -0.883 -1.119  -0.134
H: 6.599 -0.948 6.162  0.183
C: -4.324 3.046 -4.272  -0.618
H: -6.316 3.499 -4.830  0.106
H: 0.751 2.934 -2.511  0.081
N: -1.708 0.445 -4.897  0.113
O: 0.094 -0.265 0.251  -0.053
H: 5.483 -4.870 -1.657  0.077
H: 6.408 -0.743 2.521  0.150
N: 2.692 -3.305 -0.454  -0.043
C: 4.082 -1.866 2.644  -0.187
C: -0.403 3.714 -0.772  -0.284
N: -3.615 2.885 -3.218  0.021
C: -5.539 0.492 -0.552  -0.091
H: -7.025 -2.878 -1.797  0.092
H: -0.789 4.016 1.404  0.066
H: -6.877 2.777 0.210  0.128
H: 4.023 -3.208 4.866  0.149
C: 3.927 -2.714 1.568  0.066
H: 7.831 -2.292 3.856  0.139
C: 2.011 -1.425 0.856  -0.026
C: -6.921 0.300 -0.681  -0.075
C: -5.037 1.783 -0.077  -0.280
C: -6.616 -1.937 -1.447  -0.118
C: -5.257 -1.790 -1.332  -0.030
N: -3.785 2.175 0.109  0.024
C: 2.168 -0.573 1.948  0.102
H: 6.410 -3.742 5.267  0.139
H: 5.431 -3.305 -0.832  0.066
C: 3.573 -4.430 -0.749  -0.198
C: 4.858 -4.002 -1.446  -0.065
N: -2.640 1.932 -3.338  -0.076
H: 4.271 -1.549 5.415  0.133
O: -0.053 -2.489 -3.371  0.014
C: -5.843 4.594 -3.026  -0.108
C: 1.767 -2.938 -1.392  0.031
C: 0.993 2.839 0.802  -0.207
O: -3.373 -0.496 -0.804  -0.261
C: -0.189 3.580 0.617  -0.216
C: -3.835 3.478 0.549  -0.143
H: -5.000 5.114 -2.573  0.074
C: 1.500 2.489 -0.465  -0.203
H: 1.715 -3.555 -2.281  0.143
F: 3.382 0.014 3.890  0.050
H: -5.567 4.821 0.950  0.101
H: 5.736 -0.059 4.000  0.134
H: -1.214 4.251 -1.249  0.076
C: 0.905 -1.120 -0.082  -0.293
H: 1.440 2.607 1.762  0.063
H: 3.780 -4.967 0.177  0.112
N: 5.179 -2.072 3.554  -0.098
C: 2.883 -2.502 0.652  -0.124
H: -1.947 -0.161 -5.662  0.094
H: -8.548 -0.988 -1.205  0.084
C: 3.190 -0.806 2.818  -0.191
H: 3.010 -5.114 -1.382  0.124
C: 4.751 -2.399 4.906  -0.149
N: -5.877 2.808 0.251  0.086
H: 4.627 -3.507 -2.389  0.084
H: 2.388 1.902 -0.663  0.074
H: 8.120 -0.604 4.362  0.138
H: -1.130 0.036 -4.145  0.059
C: 6.138 -0.980 3.549  -0.149
C: 0.922 -1.887 -1.305  -0.008
C: -4.648 -0.579 -0.887  -0.402
H: 7.804 -2.063 6.239  0.180
H: -6.673 5.292 -3.137  0.070
C: 0.640 3.031 -1.438  -0.245
H: 4.643 -3.514 1.446  0.112
C: -5.461 4.012 -4.381  -0.249
O: -0.369 -0.403 -2.607  -0.164
C: -2.609 1.372 -4.519  -0.692
C: 7.384 -1.403 4.297  -0.087
N: 6.986 -1.776 5.703  0.057
S: -3.837 1.999 -5.586  1.073
H: -7.607 1.103 -0.430  0.089
H: -5.184 4.811 -5.076  0.109
H: -4.581 -2.597 -1.588  0.106

***

(4)
Density functional theory data (ωB97M-V/def2-TZVPD) for a molecular structure, C75H96BaN6P3S3.

LUMO energy (eV): -1.535
Strongest force on any atom (Eh/bohr): 0.01733
Kohn-Sham gap (eV): 7.662
Calculated total energy (eV): -149336.906
HOMO level (eV): -9.20
Charge: +1

Last column: Löwdin charge in e.
Cartesian coordinates (Å):
C: 5.156 -4.316 -0.998  -0.037
H: 1.149 2.302 1.265  0.097
H: 4.453 3.989 -3.360  0.122
H: -1.012 -6.335 -2.653  0.061
C: 1.610 -2.890 0.925  -0.247
N: 3.651 -2.208 -2.093  0.143
P: -2.646 0.868 2.526  1.059
H: -0.226 3.650 -2.416  0.106
H: -4.116 1.646 8.715  0.105
C: 1.930 1.274 -4.374  -0.052
S: -1.742 -3.854 0.188  0.811
C: 1.981 -2.270 -0.268  -0.345
C: 1.430 2.889 0.385  -0.158
C: 3.150 -2.731 -0.867  -0.270
C: 2.934 3.416 -4.758  -0.073
H: -0.277 3.518 8.717  0.105
C: 1.800 4.345 0.771  -0.138
H: -4.204 -2.196 -4.545  0.063
H: -4.918 1.378 -0.694  0.065
H: -3.805 6.351 3.643  0.106
C: -1.681 1.522 6.352  -0.229
P: -3.218 0.312 -3.135  1.076
H: -1.701 3.532 -0.575  0.099
C: 6.462 -0.977 -2.320  -0.054
H: 4.398 -2.764 -2.479  0.117
C: -3.167 1.857 8.238  -0.086
C: 6.014 -0.206 -6.013  -0.036
C: 8.620 -0.514 -3.262  -0.083
H: 5.542 1.646 -1.951  0.085
C: 3.734 3.228 -3.641  -0.045
H: -5.827 -1.712 -5.042  0.085
C: -0.710 -3.988 4.154  -0.086
C: -4.822 -1.341 -4.833  -0.112
H: -5.539 4.958 2.568  0.106
C: 8.021 -0.309 -4.495  -0.040
H: -1.063 -4.896 -4.642  0.081
C: 5.130 0.686 3.274  -0.077
C: -2.787 -3.766 -2.396  -0.523
H: -4.698 3.824 -2.721  0.086
C: -0.851 3.561 0.110  -0.146
H: -5.100 2.594 2.070  0.095
H: 0.414 5.834 -1.861  0.118
C: -5.533 -1.679 1.148  -0.087
C: -2.352 4.770 3.678  -0.084
H: 0.540 1.764 4.688  0.072
C: 6.650 -0.444 -4.670  -0.212
P: 0.576 -0.185 3.334  1.065
C: -4.575 4.529 2.814  -0.074
H: -3.643 0.628 6.583  0.096
H: -3.186 1.259 -0.363  0.033
C: -6.548 -0.473 2.958  -0.068
H: 6.775 -0.016 -6.766  0.082
C: -4.329 3.192 2.537  -0.104
C: 2.353 -3.903 1.510  -0.095
H: 2.573 0.911 5.468  0.097
C: 2.386 0.152 3.448  -0.377
H: -0.853 -0.531 -4.693  0.032
H: 8.279 -0.991 -1.196  0.107
C: 0.478 -1.887 4.045  -0.373
H: 1.922 -3.986 6.280  0.108
H: -0.839 1.981 -3.954  0.052
H: -4.433 -0.919 -5.758  0.067
H: 2.832 4.578 0.498  0.115
C: 3.529 -1.028 -2.726  -0.380
C: -0.467 5.020 0.468  -0.135
Ba: 0.312 -0.427 -1.138  1.403
H: 0.571 -6.820 0.431  0.076
S: 0.825 -5.364 -1.425  0.893
N: 0.919 5.282 0.077  -0.154
C: 0.176 -4.444 5.119  -0.076
H: 4.593 2.866 -1.112  0.084
N: 2.605 -0.132 -2.518  -0.048
H: -5.701 -0.240 -1.669  0.048
C: -4.717 2.794 -3.084  -0.106
C: -0.552 -2.720 3.612  -0.151
C: -2.510 0.862 -4.790  -0.553
C: 7.834 -0.847 -2.172  -0.080
C: -3.951 1.848 -0.874  -0.143
C: 0.642 3.652 -1.752  -0.147
H: -7.400 -0.284 3.598  0.109
C: -2.395 0.306 4.330  -0.306
H: -0.827 -6.897 -0.629  0.065
H: 5.346 0.662 -5.989  0.081
C: -0.100 -5.816 -2.940  -0.507
H: 4.948 1.395 5.290  0.107
C: 1.049 5.097 -1.367  -0.139
H: 1.400 2.565 -5.998  0.104
H: 5.430 -1.073 -6.330  0.089
H: 2.186 -1.731 5.339  0.102
C: -3.644 1.977 -2.369  -0.559
H: -1.274 -0.023 -6.340  0.086
C: 1.218 -3.630 5.538  -0.071
C: -4.361 -0.960 1.332  -0.125
H: -1.592 -5.896 1.418  0.080
C: -3.101 2.617 2.860  -0.379
H: -3.264 -4.314 -3.211  0.088
C: 3.073 0.696 4.533  -0.098
H: 0.514 0.311 5.706  0.096
C: 3.100 -0.115 2.280  -0.114
C: 2.733 1.081 -3.249  -0.305
H: -3.354 0.499 4.791  0.050
H: -2.693 2.518 -2.439  0.064
C: -3.599 5.316 3.406  -0.078
C: 0.052 0.790 4.835  -0.340
H: -2.242 -0.779 4.307  0.081
H: 2.085 5.302 -1.648  0.114
H: -2.455 3.114 9.832  0.100
C: -5.671 -0.906 -2.530  -0.116
H: -1.103 5.739 -0.050  0.121
H: 4.992 -0.096 1.277  0.098
H: -2.204 3.002 -4.455  0.070
H: 3.021 4.324 -5.341  0.109
C: -4.268 0.015 2.323  -0.388
C: 1.366 -2.357 5.008  -0.075
H: -1.523 -4.620 3.818  0.105
H: 1.252 0.480 -4.671  0.100
C: -6.632 -1.430 1.954  -0.074
H: -1.154 2.281 -5.666  0.080
C: 3.504 -4.347 0.879  -0.055
H: -6.701 -1.117 -2.826  0.087
H: -0.564 5.198 1.540  0.102
H: -1.239 -2.378 2.842  0.077
C: 5.864 -0.786 -3.563  -0.200
C: -1.026 2.898 8.242  -0.087
C: -2.241 2.671 8.869  -0.102
H: 5.623 -5.070 -0.367  0.081
C: -0.139 -6.214 -0.132  -0.492
H: 4.914 -4.794 -1.952  0.090
H: 0.510 -4.193 -4.224  0.073
H: -3.327 -2.832 -2.232  0.026
H: 5.901 -3.538 -1.181  0.065
H: -1.115 3.031 3.577  0.092
H: 5.853 -1.196 -1.452  0.101
H: 1.458 3.135 -2.256  0.081
H: -5.713 2.396 -2.886  0.079
H: 4.092 -5.142 1.321  0.111
H: -3.501 -1.165 0.702  0.072
H: -4.560 2.818 -4.164  0.070
C: -1.631 2.108 -4.699  -0.122
C: -0.748 2.339 7.006  -0.037
H: 4.135 -0.284 -4.497  0.113
H: -5.215 -1.846 -2.213  0.054
H: -2.271 -1.203 -5.478  0.046
C: 3.647 2.075 -2.866  -0.228
H: 0.052 -5.432 5.544  0.107
H: 6.189 0.901 3.213  0.106
H: 2.037 -4.344 2.451  0.103
C: 4.432 0.964 4.440  -0.074
H: -2.426 -5.602 -1.289  0.053
H: -5.590 -2.436 0.375  0.097
H: -7.552 -1.982 1.811  0.107
H: 0.518 -6.512 -3.509  0.074
C: 4.459 0.136 2.192  -0.070
H: 2.571 -0.541 1.438  0.050
N: 0.286 2.892 -0.542  -0.192
C: -2.102 3.438 3.390  -0.128
C: -2.895 1.283 7.007  -0.027
H: -0.161 -4.857 1.550  0.028
C: 4.529 1.922 -1.655  -0.023
H: 1.692 4.510 1.844  0.118
H: -3.978 2.837 -0.411  0.073
N: -1.372 0.982 5.099  -0.174
S: -1.171 -3.188 -2.981  0.742
H: 0.701 -2.567 1.427  0.035
H: -5.441 0.559 -4.087  0.093
C: -2.788 -4.594 -1.113  -0.491
C: -5.374 0.239 3.145  -0.102
H: 9.690 -0.402 -3.152  0.105
H: -1.574 5.386 4.113  0.110
H: 4.152 1.151 -0.983  0.062
H: -3.809 -4.662 -0.734  0.074
C: -1.683 -0.295 -5.363  -0.145
H: 2.267 2.387 -0.110  0.094
H: 8.630 -0.028 -5.346  0.114
N: 4.467 -0.881 -3.755  0.139
C: -0.871 -5.303 0.854  -0.517
H: -1.115 2.991 1.000  0.074
C: 2.024 2.436 -5.123  -0.081
C: -0.413 -4.608 -3.814  -0.517
C: 3.917 -3.782 -0.319  -0.232
C: -4.897 -0.308 -3.708  -0.547
H: -5.329 0.984 3.930  0.107
H: 0.206 2.560 6.548  0.094
H: -3.349 1.074 -5.460  0.105

***

(5)
Density functional theory data (ωB97M-V/def2-TZVPD) for 10 unconnected molecules or ions with the total composition C14H48N12O14 in a non-equilibrium geometry.

LUMO energy (eV): 0.161
Strongest force on any atom (Eh/bohr): 0.07534
Kohn-Sham gap (eV): 9.737
Calculated total energy (eV): -61847.505
HOMO level (eV): -9.58
Charge: 0

Last column: Löwdin charge in e.
Cartesian coordinates (Å):
C: 1.883 -2.991 -3.007  -0.221
O: -3.702 1.976 0.324  -0.034
N: -3.266 -3.741 -2.167  0.122
H: 0.636 -3.227 4.065  0.114
H: 6.338 1.513 -1.973  0.106
C: -0.131 5.236 -1.208  -0.226
H: -3.508 2.752 -2.730  0.075
H: -3.818 -4.051 -1.397  0.075
H: -1.902 -3.278 1.465  0.032
H: -0.823 -1.507 -2.345  0.054
H: 0.250 0.373 3.957  0.083
O: 4.082 -0.108 0.818  -0.087
H: -0.853 4.498 -1.573  0.088
H: 3.628 0.230 1.595  0.063
C: 3.788 -1.478 0.664  -0.195
H: -2.150 2.312 -1.766  0.051
N: 5.522 0.907 -1.933  0.145
O: 4.439 2.120 -3.578  0.021
N: -0.102 1.970 -1.190  0.124
N: -0.827 0.326 0.300  0.199
H: -1.011 -2.830 4.660  0.138
H: -0.193 -4.514 2.170  0.116
H: 2.478 -5.220 -4.142  0.071
H: -1.401 -2.677 -3.503  0.102
O: -0.305 -1.869 3.007  -0.159
H: 0.001 3.893 1.620  0.032
C: 2.300 -1.652 1.069  -0.197
C: -0.031 0.572 -0.822  -0.536
H: -0.955 -0.599 0.691  0.080
H: -5.525 3.032 -2.023  0.084
H: 2.402 0.950 -2.798  0.076
C: -0.954 -4.218 2.912  -0.217
H: 2.119 -1.970 -2.683  0.082
H: 1.851 -2.455 -4.893  0.087
N: -1.388 -2.311 -2.554  0.169
H: -3.774 1.792 3.897  0.093
H: 0.542 2.316 -1.879  0.082
H: 1.511 -1.174 0.502  0.092
H: -1.127 -5.134 3.488  0.119
O: 0.572 -0.283 -1.518  -0.042
C: -3.964 2.336 -0.849  -0.535
H: 3.894 -3.429 -3.832  0.112
H: 0.855 4.835 -1.317  0.104
O: -2.144 -3.869 2.198  -0.079
H: 0.240 5.815 0.972  0.129
H: 0.042 6.525 -2.723  0.090
C: 4.416 1.324 -2.652  -0.626
O: 1.303 -3.027 -4.339  -0.091
H: -5.833 3.029 -0.293  0.103
O: 0.822 3.430 3.224  -0.012
O: -0.497 3.962 0.807  -0.106
H: -0.145 1.819 4.856  0.102
H: -1.480 5.721 0.394  0.114
H: 1.172 -1.348 2.566  0.035
O: 2.109 -1.089 2.365  -0.142
H: -4.471 1.781 2.330  0.074
H: 4.029 -1.778 -0.352  0.109
H: 1.945 2.030 1.354  0.114
N: 1.606 1.539 2.181  0.170
H: 5.337 0.500 -1.013  0.071
C: -0.490 5.277 0.369  -0.195
H: 3.060 0.614 -1.316  0.055
N: -4.003 -0.637 1.762  0.163
C: -2.298 -2.779 -1.612  -0.533
C: -3.397 0.053 2.836  -0.558
H: 4.330 -2.048 1.418  0.120
C: 3.248 -3.746 -3.019  -0.202
H: -3.528 -3.677 -3.159  0.096
H: -1.191 -1.422 3.281  0.067
H: -3.510 -1.391 1.274  0.075
O: -2.238 -2.498 -0.404  -0.014
N: -3.135 2.166 -2.009  0.155
C: -0.387 -3.064 3.763  -0.209
H: -4.465 -0.052 1.078  0.070
N: 0.181 1.382 4.023  0.186
H: -0.384 2.696 -0.503  0.045
N: -4.043 1.261 3.097  0.155
O: -2.503 -0.454 3.545  -0.013
H: 2.175 -2.733 1.206  0.125
O: -0.353 6.480 -1.845  -0.060
H: 1.644 0.530 2.148  0.025
H: 1.149 -3.444 -2.329  0.115
N: 3.231 0.577 -2.322  0.123
H: 3.759 -3.763 -2.062  0.105
O: 3.038 -5.139 -3.362  -0.100
H: -1.347 1.099 0.696  0.082
C: 0.836 2.194 3.126  -0.615
N: -5.212 2.934 -1.081  0.143